(1)
Formula: C20H19BBeN3O2SSe
Source: OMol25
Level of theory: ωB97M-V/def2-TZVPD

Cartesian coordinates (Å):
1 Be -2.39053 0.73657 0.65134
2 N -5.79976 0.73502 -0.77301
3 C -5.58176 -0.53136 -1.30689
4 C -6.44177 -1.48674 -1.82652
5 C -5.86678 -2.66184 -2.28899
6 C -4.48170 -2.86273 -2.23339
7 C -3.62900 -1.90194 -1.71684
8 C -4.19395 -0.71839 -1.25682
9 N -3.60111 0.39068 -0.69163
10 C -4.59025 1.20042 -0.37249
11 C -4.26181 2.47207 0.24799
12 C -4.99389 3.57364 0.53152
13 S -3.97717 4.73987 1.28082
14 C -2.63121 3.68578 1.11192
15 N -2.90644 2.55912 0.54751
16 H -6.67938 1.09826 -0.45478
17 H -7.51353 -1.33214 -1.85756
18 H -6.50096 -3.44142 -2.69247
19 H -4.07285 -3.80015 -2.58959
20 H -2.55865 -2.05309 -1.64955
21 H -6.05171 3.74144 0.41383
22 H -1.64528 3.94598 1.47143
23 Se -3.59930 0.26121 2.40643
24 C 5.98762 -1.57041 1.37694
25 C 5.46505 -0.23840 0.81827
26 C 5.69592 0.84048 1.87766
27 C 6.27583 0.13767 -0.42997
28 C 3.98461 -0.37957 0.44980
29 C 3.60591 -1.33930 -0.49036
30 C 2.27702 -1.52955 -0.87508
31 C 1.32601 -0.72312 -0.29356
32 O -0.02216 -0.69052 -0.48089
33 B -0.55938 0.32677 0.38254
34 O 0.56922 0.89167 1.06260
35 C 1.68445 0.23494 0.63907
36 C 2.99331 0.42374 1.02933
37 H 7.04115 -1.47722 1.66062
38 H 5.90260 -2.37384 0.64291
39 H 5.41505 -1.86231 2.26044
40 H 6.76145 0.89249 2.11591
41 H 5.15318 0.61715 2.79881
42 H 5.38211 1.82549 1.52314
43 H 7.33511 0.25564 -0.17875
44 H 5.91296 1.07909 -0.84989
45 H 6.19222 -0.62892 -1.20298
46 H 4.36413 -1.96645 -0.94709
47 H 2.00566 -2.28030 -1.60699
48 H 3.21977 1.18454 1.76527

Atoms 1-2, force components in eV/Å:
Be 0.02 -0.20 0.45
N 0.00 0.01 -0.05

## Properties
E_LUMO: 2.434 eV
Net charge: -1
E_HOMO: -0.08270 Ha

---

(2)
Formula: C20H19BeN4OS2
Source: OMol25
Level of theory: ωB97M-V/def2-TZVPD

Cartesian coordinates (Å):
1 Be 0.98095 -0.56977 -0.06660
2 N 3.14204 1.10047 -2.79768
3 C 2.49992 0.69595 -1.71282
4 S 2.67676 -0.96995 -1.22257
5 N 1.76978 1.61066 -1.08977
6 N 1.25299 1.06007 0.00834
7 C 0.84015 1.66087 1.09289
8 C 0.84732 3.08636 1.37498
9 C 1.23711 3.52385 2.63194
10 C 1.21024 4.88876 2.88260
11 C 0.80086 5.80317 1.94856
12 C 0.33319 5.35781 0.69803
13 C 0.34973 3.99448 0.43906
14 C 0.43197 0.60176 2.06782
15 C -0.18389 0.84176 3.28445
16 C -0.50991 -0.26098 4.07947
17 C -0.12199 -1.51828 3.69868
18 C 0.40363 -1.66244 2.43139
19 N 0.64349 -0.65052 1.63202
20 H 3.62851 0.44953 -3.38421
21 H 2.99193 2.03154 -3.07192
22 H 1.60657 2.80722 3.36203
23 H 1.51582 5.28395 3.85341
24 H 0.78980 6.87357 2.20716
25 H 0.05956 6.03972 -0.08294
26 H 0.08243 3.62940 -0.53784
27 H -0.46573 1.84841 3.54224
28 H -0.94125 -0.08401 5.07272
29 H -0.31335 -2.42226 4.26510
30 H 0.56704 -2.60241 1.95166
31 C -2.67256 -0.69567 -1.61868
32 S -1.56876 -1.71383 -0.65164
33 O -0.29525 -0.90643 -0.91096
34 C -1.45171 -3.05918 -1.74269
35 C -0.99935 -2.89024 -3.04314
36 C -1.02338 -3.98220 -3.91259
37 C -1.36746 -5.25927 -3.45729
38 C -1.73798 -5.38559 -2.11149
39 C -1.80644 -4.29927 -1.27818
40 H -2.08247 -0.37664 -2.46856
41 H -2.98697 0.16783 -1.05608
42 H -3.52765 -1.27619 -1.89904
43 H -0.58129 -1.95327 -3.38745
44 H -0.67225 -3.88553 -4.92951
45 H -1.34018 -6.12276 -4.13538
46 H -1.96079 -6.36270 -1.73550
47 H -2.05119 -4.44774 -0.22002

Atoms 1-2, force components in eV/Å:
Be 0.73 -0.43 0.25
N 0.24 -0.75 -0.05

## Properties
E_LUMO (alpha / beta): -3.360 / -3.360 eV
Net charge: +1
E_HOMO (alpha / beta): -0.39319 / -0.39316 Ha

---

(3)
Formula: C20H19BrN4O3S2
Source: OMol25
Level of theory: ωB97M-V/def2-TZVPD

Cartesian coordinates (Å):
1 O -1.16128 -3.41011 2.72418
2 O 1.50328 3.49887 -5.31844
3 O 1.47324 5.39676 -3.73929
4 Br 5.66860 3.43545 4.12083
5 N -0.77371 -0.73141 0.30892
6 S -4.89393 -3.77329 -0.32475
7 C -1.29938 -2.90276 1.58034
8 C -0.54119 -1.58908 1.30092
9 C 0.57597 -1.15601 2.15270
10 C 1.04191 -0.06387 1.56989
11 C 3.33686 1.77076 4.01390
12 C 4.12642 2.32744 1.76472
13 C 2.33568 0.97539 3.47014
14 C 3.08189 1.56460 1.20582
15 C -0.14898 2.43192 -0.57569
16 C 1.13783 0.70620 -1.81616
17 C -0.20223 3.26662 -1.67612
18 C 1.19531 1.61778 -2.88498
19 C 4.23659 2.39190 3.13348
20 C 2.18539 0.75024 2.03026
21 C 0.45351 1.15493 -0.62165
22 C 0.57134 2.87947 -2.76932
23 N 0.24867 0.17348 0.42344
24 N -2.00018 -3.75474 0.70828
25 N -0.64670 4.42822 -4.58940
26 C -3.45576 -2.78861 -1.00570
27 C -4.24738 -4.53749 1.21166
28 C -2.10146 -3.40484 -0.68555
29 C -2.75754 -4.93215 1.12700
30 S 0.95427 4.03224 -4.09436
31 H 0.93421 -1.64963 3.03903
32 H 3.28018 1.77118 5.07503
33 H 4.89440 2.76347 1.01193
34 H 1.62608 0.40348 4.03974
35 H 2.99674 1.56035 0.12373
36 H -0.70563 2.82329 0.23613
37 H 1.71148 -0.24778 -1.76792
38 H -0.50802 4.33267 -1.67173
39 H 1.78419 1.30768 -3.69231
40 H -0.54270 5.36820 -4.88667
41 H -0.84430 3.70120 -5.30191
42 H -3.63551 -2.76682 -2.09909
43 H -3.49895 -1.80182 -0.52412
44 H -4.82772 -5.38963 1.43584
45 H -4.33872 -3.82474 2.04210
46 H -1.25531 -2.76319 -1.05517
47 H -2.04411 -4.33711 -1.12864
48 H -2.67459 -5.69520 0.36162
49 H -2.24874 -5.31349 2.01741

Atoms 1-2, force components in eV/Å:
O 0.19 2.03 -1.30
O 0.90 -1.56 1.33

## Properties
E_LUMO: -0.668 eV
Structure (SMILES): NS(=O)(=O)c1ccc(-n2nc(C(=O)N3CCSCC3)cc2-c2ccc(Br)cc2)cc1
E_HOMO: -0.31718 Ha

---

(4)
Formula: C20H19BrN6SSnTe4
Source: OMol25
Level of theory: ωB97M-V/def2-TZVPD

Cartesian coordinates (Å):
1 Sn -0.17552 0.67725 0.32836
2 C 3.23248 1.48480 3.01090
3 C 2.40415 1.07565 1.83430
4 N 1.46301 1.82804 1.23834
5 N 1.18649 3.08661 1.72500
6 C 0.55131 3.98850 0.96421
7 N 0.35013 5.20044 1.47447
8 S -0.02889 3.57093 -0.57850
9 C 2.55598 -0.21850 1.26130
10 C 3.50358 -1.16778 1.69949
11 C 3.59146 -2.37700 1.06338
12 C 2.72936 -2.66676 -0.01072
13 C 1.80218 -1.72914 -0.37218
14 N 1.70889 -0.52760 0.23344
15 H 2.99714 2.47026 3.40421
16 H 4.29224 1.49501 2.75001
17 H 3.09879 0.77865 3.83285
18 H 1.53483 3.33504 2.63925
19 H 0.70602 5.48789 2.37263
20 H -0.12316 5.88686 0.91058
21 H 4.16050 -0.93195 2.52391
22 H 4.32264 -3.10642 1.38395
23 H 2.78661 -3.60626 -0.53996
24 H 1.09674 -1.91405 -1.17359
25 Te -0.39396 -1.07514 2.61420
26 Te -2.93986 -1.08236 3.43936
27 Te -4.31121 0.70973 2.03575
28 Te -2.47091 2.21310 0.62914
29 Br -6.25819 -4.10281 1.19253
30 C -4.80625 -3.14106 0.48396
31 C -3.50949 -3.57123 0.73915
32 C -2.43672 -2.84352 0.25179
33 C -2.66826 -1.69828 -0.49849
34 C -3.96655 -1.28298 -0.77246
35 C -5.04104 -2.00767 -0.27956
36 N -1.55779 -0.95144 -1.00135
37 C -1.50411 -0.74343 -2.25202
38 C -0.40243 0.05389 -2.80470
39 C -0.12812 0.06841 -4.15855
40 C 0.99908 0.74920 -4.60201
41 C 1.80923 1.37780 -3.67271
42 C 1.45407 1.33629 -2.33348
43 N 0.36062 0.70011 -1.91390
44 H -3.34217 -4.47331 1.31135
45 H -1.42378 -3.17165 0.44247
46 H -4.13649 -0.38395 -1.35323
47 H -6.05423 -1.69003 -0.48348
48 H -2.23268 -1.16910 -2.94123
49 H -0.77708 -0.45771 -4.84558
50 H 1.24321 0.77660 -5.65527
51 H 2.70262 1.90732 -3.97065
52 H 2.04552 1.83273 -1.57666

Atoms 1-2, force components in eV/Å:
Sn -0.04 -0.43 -0.22
C -0.01 0.00 0.02

## Properties
E_LUMO (alpha / beta): -7.643 / -6.790 eV
Net charge: +2
E_HOMO (alpha / beta): -0.42920 / -0.47293 Ha

---

(5)
Formula: C20H19CdClN7O5S
Source: OMol25
Level of theory: ωB97M-V/def2-TZVPD

Cartesian coordinates (Å):
1 Cd -0.07623 -1.10208 0.35112
2 C -4.20993 -1.68968 3.81906
3 C -2.98295 -2.45141 3.50002
4 N -2.84960 -3.73750 3.51944
5 N -1.57561 -3.95691 3.08539
6 C -0.91687 -2.84641 2.78224
7 S 0.66060 -2.70781 2.14284
8 N -1.80083 -1.86273 3.08616
9 N -1.54710 -0.51510 2.87690
10 H -4.97032 -2.38256 4.16777
11 H -4.58042 -1.19021 2.92101
12 H -4.02566 -0.94165 4.59031
13 H -1.22693 -4.89752 2.99587
14 H -2.30648 -0.12412 2.32948
15 H -1.46112 -0.04076 3.76917
16 O -4.89127 1.65770 -1.93259
17 C -3.81636 2.36046 -2.22712
18 O -3.83714 3.32104 -2.94902
19 C -2.52073 1.92902 -1.60162
20 C -1.33483 2.64333 -1.71420
21 Cl -0.97793 4.10755 -2.47362
22 N -0.37204 1.97163 -1.04663
23 N -0.88072 0.85878 -0.49014
24 C -2.16694 0.81398 -0.81749
25 C -2.97500 -0.35262 -0.28155
26 O -4.19689 -0.32032 -0.39888
27 O -2.30198 -1.27562 0.28158
28 C 0.99216 2.33234 -0.80620
29 C 1.89026 2.36321 -1.85919
30 C 3.21278 2.69287 -1.60159
31 C 3.61881 2.98417 -0.30630
32 C 2.70538 2.95218 0.73884
33 C 1.38052 2.62614 0.49115
34 H -4.69557 0.88959 -1.32963
35 H 1.55334 2.15033 -2.86596
36 H 3.92382 2.73114 -2.41597
37 H 4.64952 3.25054 -0.11303
38 H 3.01999 3.19779 1.74431
39 H 0.64653 2.61492 1.28681
40 O 0.06101 -2.13457 -1.84779
41 C 1.05430 -1.47220 -2.62938
42 C 2.30838 -1.20230 -1.83373
43 C 3.56495 -1.25957 -2.40976
44 C 4.67266 -0.96106 -1.63029
45 C 4.48740 -0.62107 -0.30127
46 C 3.19771 -0.59541 0.19908
47 N 2.13068 -0.87640 -0.54961
48 H 0.21384 -3.08681 -1.85764
49 H 0.60367 -0.52497 -2.93376
50 H 1.28184 -2.03842 -3.53204
51 H 3.67210 -1.54296 -3.44839
52 H 5.66715 -1.00518 -2.05390
53 H 5.32189 -0.38660 0.34380
54 H 3.00617 -0.34617 1.23595

Atoms 1-2, force components in eV/Å:
Cd 0.17 0.01 -0.01
C 0.00 -0.01 -0.04

## Properties
E_LUMO: -2.750 eV
Net charge: +1
E_HOMO: -0.44596 Ha

---

In order of appearance, calculated total energy = -106878.3356 -51125.4796 -124861.0228 -145858.0714 -69635.0394 eV.